No. 1
101
Properties=species:S:1:pos:R:3:mulliken_charge:R:1 method="wB97M-V/def2-TZVPD" total_charge=-2 total_energy_ha=-14646.309592
Ba -0.57284 -0.75120 -1.01357 0.741
C -0.73847 -3.82149 2.38328 -0.383
C 0.62823 -4.02300 2.24121 -0.379
C 1.48388 -2.95939 2.42858 -0.488
C 0.94367 -1.70450 2.71531 0.571
N -0.36808 -1.49323 2.84081 -0.333
C -1.17768 -2.54569 2.68295 -0.189
N 1.81139 -0.61370 2.91772 -0.794
C 1.71536 0.36208 2.09992 -0.023
N 0.89737 0.45855 0.99319 0.208
C 1.02177 1.67354 0.47045 -0.041
N 0.37511 1.97441 -0.63434 0.098
C 0.03102 3.26272 -0.93680 0.436
C -0.17697 3.60919 -2.29083 -0.881
C -0.62726 4.86825 -2.60553 -0.349
C -0.84343 5.79134 -1.58232 -0.650
C -0.60773 5.37278 -0.28949 -0.615
N -0.20458 4.14671 0.04548 -0.389
C 2.05955 2.47036 1.22110 0.411
C 2.64061 3.71313 1.03783 -0.299
C 3.65501 4.09214 1.90981 -0.717
C 4.07504 3.25022 2.93857 -0.585
C 3.49970 1.99642 3.10992 -0.122
C 2.50142 1.62575 2.23257 -0.337
H -1.44730 -4.62393 2.23003 0.432
H 1.01562 -4.99207 1.95548 0.395
H 2.55404 -3.06173 2.31464 0.382
H -2.23888 -2.33982 2.77852 0.297
H 0.02142 2.86721 -3.05419 0.530
H -0.81499 5.13650 -3.63766 0.538
H -1.20368 6.79031 -1.78337 0.441
H -0.77626 6.05442 0.54063 0.469
H 2.31273 4.37502 0.24923 0.512
H 4.12734 5.05995 1.79184 0.396
H 4.86533 3.57625 3.60412 0.378
H 3.82112 1.31959 3.89095 0.534
Se 1.87712 -4.38436 -5.07460 -0.763
Sb -0.00472 -3.91430 -3.62491 0.714
Se -0.99740 -1.64862 -4.13756 -0.648
Se 0.69530 -3.74536 -1.21708 -0.722
Se -1.83548 -5.56217 -3.80631 -0.901
N -3.81055 -3.06992 -2.44634 -0.360
C -3.14617 -3.05190 -1.26372 -0.001
N -2.75586 -4.24999 -0.76092 -0.377
O -2.95163 -1.97967 -0.63791 0.230
H -3.52773 -3.84698 -3.05418 0.222
H -3.73070 -2.18267 -2.92554 0.181
H -2.57900 -4.95156 -1.48798 0.204
H -1.94845 -4.15064 -0.15682 0.166
C -3.44978 3.38944 -0.00903 0.046
C -4.91810 3.74340 -0.22435 -0.972
As -5.21922 5.54882 -0.94812 0.184
C -4.37782 5.36951 -2.70212 0.240
C -3.87627 6.52694 -3.29073 -0.792
C -3.29486 6.48854 -4.55209 -0.498
C -3.20422 5.28185 -5.23188 -0.738
C -3.69932 4.12168 -4.64992 -0.548
C -4.28908 4.16601 -3.39448 0.369
C -7.05211 5.22834 -1.58107 0.240
C -7.50183 5.86815 -2.73496 -0.140
C -8.79735 5.68175 -3.19385 -0.641
C -9.67039 4.85287 -2.50163 -0.399
C -9.23605 4.21522 -1.34962 -0.744
C -7.93712 4.40354 -0.89201 -0.140
P -3.10933 1.57186 0.18346 1.207
C -3.90544 1.00470 -1.36998 1.844
C -3.10738 1.09067 -2.51040 -0.355
C -3.57446 0.67648 -3.74981 -1.342
C -4.86891 0.19611 -3.86808 -1.282
C -5.68398 0.12898 -2.74446 -0.843
C -5.20698 0.52434 -1.50303 -0.572
C -4.26852 1.06114 1.49351 0.444
C -4.68897 1.94578 2.48455 -0.703
C -5.45601 1.50100 3.55432 -0.785
C -5.80413 0.16178 3.65163 -0.560
C -5.36815 -0.73147 2.68194 -0.776
C -4.59862 -0.29218 1.61472 -0.721
H -3.00552 3.92711 0.83092 0.972
H -2.84602 3.66756 -0.87958 -1.110
H -5.46884 3.70060 0.71521 0.597
H -5.39140 3.02869 -0.89954 0.393
H -3.92570 7.46608 -2.74940 0.411
H -2.90127 7.39559 -4.99460 0.373
H -2.73842 5.24006 -6.20861 0.377
H -3.62114 3.17400 -5.16661 0.396
H -4.66993 3.24799 -2.96271 0.286
H -6.82401 6.50088 -3.29724 0.319
H -9.12280 6.17608 -4.10107 0.375
H -10.67884 4.69860 -2.86422 0.363
H -9.90350 3.55786 -0.80633 0.385
H -7.61885 3.88225 0.00214 0.343
H -2.09740 1.48748 -2.43404 -0.060
H -2.91170 0.68804 -4.60505 0.907
H -5.22791 -0.15705 -4.82624 0.423
H -6.69200 -0.25805 -2.82890 0.393
H -5.84742 0.44265 -0.63462 0.520
H -4.40587 2.99062 2.43866 0.354
H -5.77278 2.20361 4.31559 0.426
H -6.39818 -0.18722 4.48722 0.372
H -5.61172 -1.78401 2.75861 0.476
H -4.23087 -1.00290 0.88211 0.544

No. 2
16
Properties=species:S:1:pos:R:3:mulliken_charge:R:1 method="wB97M-V/def2-TZVPD" smiles=CC.CC de_lowest_ev=1.473
C -2.54712 0.06826 0.37815 -0.777
C -2.69207 0.77450 -0.98251 -0.919
H -3.53570 0.12112 0.87680 0.244
H -2.31340 -1.10620 0.09764 0.171
H -1.79937 0.25722 1.01690 0.363
H -2.28890 0.20719 -1.85351 0.279
H -2.47085 1.86739 -0.85164 0.249
H -3.65031 0.73503 -1.38618 0.391
C 2.59031 -0.97103 0.73229 -0.875
C 2.79155 0.23481 -0.16766 -0.680
H 3.48196 -1.56710 0.98106 0.303
H 2.11530 -0.58622 1.62927 0.261
H 1.84761 -1.63401 0.32230 0.280
H 3.28372 1.06318 0.50314 0.193
H 3.39796 -0.11272 -0.90440 0.311
H 1.78932 0.64858 -0.39166 0.206

No. 3
12
Properties=species:S:1:pos:R:3:mulliken_charge:R:1 method="wB97M-V/def2-TZVPD" total_charge=+1 de_lowest_ev=0.411
O 2.12924 0.95151 -1.34797 -0.641
H -0.38094 0.72807 -0.92131 0.350
H 2.63347 0.15086 -1.45017 0.326
H 2.68542 1.76196 -1.25680 0.334
N -0.22373 -0.05175 -0.27662 -0.342
C -1.41311 -0.43514 0.59665 -0.227
O -0.81067 -0.56285 1.83355 -0.491
H 0.52505 0.21382 0.35730 0.390
H 0.07858 -0.83904 -0.84345 0.347
H -2.15591 0.35451 0.51930 0.315
H -1.74906 -1.40163 0.22277 0.309
H -1.31833 -0.87030 2.56675 0.329

No. 4
68
Properties=species:S:1:pos:R:3:mulliken_charge:R:1 method="wB97M-V/def2-TZVPD" multiplicity=6 total_charge=+4 de_lowest_ev=0.365
P -1.78036 -0.27591 3.76099 0.857
C -0.56876 -1.32769 4.64446 -0.901
H -0.83127 -1.41431 5.70485 0.406
H 0.42072 -0.86491 4.53267 0.144
H -0.53133 -2.31650 4.17568 0.362
C -2.77945 0.38543 5.14767 -1.290
H -3.68991 0.82793 4.73636 0.425
H -2.19755 1.18235 5.61744 0.432
H -3.02508 -0.38561 5.87970 0.460
C -2.90697 -1.58469 3.11607 -0.904
H -3.65478 -1.86955 3.87021 0.413
H -2.31096 -2.45886 2.82018 0.395
H -3.41740 -1.19753 2.22230 0.222
P -0.16417 -1.58302 -3.08583 0.777
C 1.20782 -2.70895 -2.71466 -0.940
H 1.55356 -3.20974 -3.62868 0.517
H 0.88435 -3.45258 -1.97459 0.350
H 2.02554 -2.12029 -2.28014 0.072
C -1.57030 -2.64192 -3.54552 -1.237
H -2.42782 -2.02762 -3.84605 0.356
H -1.86418 -3.22240 -2.65999 0.339
H -1.29976 -3.32843 -4.35715 0.469
C 0.33053 -0.70171 -4.59896 -1.223
H 0.47949 -1.40401 -5.42910 0.490
H 1.26650 -0.16436 -4.39302 0.288
H -0.43540 0.03688 -4.86594 0.338
P 2.04965 2.74561 -0.47349 0.697
C 3.76856 2.51175 -0.04790 -0.920
H 4.24976 3.49848 0.02835 0.457
H 4.27671 1.93267 -0.83133 0.394
H 3.86391 1.98815 0.91437 0.329
C 1.76973 3.81579 -1.87752 -1.162
H 2.16715 4.81924 -1.66834 0.457
H 0.69537 3.88510 -2.09538 0.314
H 2.28423 3.40085 -2.75548 0.419
C 1.08253 3.28744 0.92858 -0.709
H 1.38215 4.31067 1.20008 0.483
H 1.26849 2.60801 1.77224 0.046
H 0.01174 3.27094 0.68368 0.119
Ir -1.08367 0.58242 -1.11708 1.191
C -0.40679 -0.97496 -0.16761 0.571
O 0.11409 -1.83289 0.42193 -0.506
C 1.17470 1.12581 -0.96217 -0.240
O 1.86620 0.14178 -1.18887 -0.377
C -1.82651 1.97052 -2.47842 -0.914
C -1.77625 2.53170 -1.20196 -0.578
C -2.40333 1.87718 -0.13327 -1.199
C -3.00135 0.62964 -0.32936 -0.029
C -3.03585 0.06257 -1.60823 -0.682
C -2.47266 0.75192 -2.68448 -0.520
H -1.28433 2.44010 -3.30075 0.450
H -1.21567 3.44556 -1.01965 1.119
H -2.34812 2.28531 0.87846 0.406
H -3.38027 0.07388 0.52759 0.461
H -3.44054 -0.94253 -1.74266 0.472
H -2.46169 0.28907 -3.66550 0.896
S 2.30688 0.16787 2.79775 -0.004
C 2.94552 -1.27234 2.22242 0.817
N 3.30216 -1.37526 0.88852 0.220
C 3.95887 -2.45906 0.37060 -0.246
C 4.22908 -3.55100 1.18250 -0.441
C 3.81887 -3.52343 2.52829 -0.674
C 3.18621 -2.39703 3.03993 -0.363
H 3.04410 -0.60040 0.26830 -0.234
H 4.24261 -2.38205 -0.67763 0.500
H 4.74623 -4.40808 0.76227 0.472
H 4.00414 -4.37667 3.17154 0.468
H 2.86961 -2.31547 4.07516 0.426

No. 5
61
Properties=species:S:1:pos:R:3:mulliken_charge:R:1 method="wB97M-V/def2-TZVPD" total_charge=-5 de_lowest_ev=0.000
Na -14.65063 -6.81666 -6.77756 1.000
C -17.39934 -1.50254 -4.64247 0.569
F -18.27576 -1.31433 -5.55628 -0.202
F -16.17302 -1.51808 -5.24732 -0.230
F -17.43338 -0.50210 -3.74801 -0.248
S -17.60741 -3.14668 -3.64651 1.047
O -17.25568 -4.22046 -4.61516 -0.606
O -16.71074 -3.09006 -2.50103 -0.632
O -19.05369 -3.15500 -3.31304 -0.698
C -8.48967 -4.14251 -4.03138 0.549
F -7.59960 -3.10502 -3.95626 -0.253
F -8.16913 -4.85592 -5.09002 -0.233
F -8.42083 -4.93349 -2.96100 -0.226
S -10.30203 -3.56791 -4.21470 1.092
O -10.98383 -4.78404 -4.67583 -0.593
O -10.59781 -3.22381 -2.80953 -0.684
O -10.31014 -2.38599 -5.07454 -0.652
C -9.66676 -6.00578 -11.26375 0.548
F -9.60381 -7.24250 -11.70227 -0.203
F -9.02118 -5.79418 -10.07529 -0.218
F -9.27817 -5.11383 -12.16771 -0.228
S -11.59190 -5.63859 -11.06789 1.070
O -12.11931 -5.77682 -12.43435 -0.684
O -12.04067 -6.78913 -10.29338 -0.666
O -11.77525 -4.34591 -10.45536 -0.619
C -18.00162 -2.62068 -11.04238 0.577
F -18.97274 -1.70923 -10.99942 -0.244
F -17.62010 -2.62082 -12.28382 -0.230
F -16.98540 -2.34923 -10.22659 -0.202
S -18.80126 -4.32472 -10.47538 1.055
O -19.72964 -4.75210 -11.55705 -0.713
O -17.66341 -5.23072 -10.31545 -0.607
O -19.54882 -4.06894 -9.24800 -0.636
C -15.18558 -10.95789 -0.72666 0.524
F -14.11266 -11.63287 -1.06931 -0.230
F -16.18374 -11.69713 -1.22559 -0.246
F -15.31985 -10.97315 0.62331 -0.243
S -15.33186 -9.17939 -1.57457 1.090
O -14.85716 -9.35354 -2.95403 -0.605
O -16.72276 -8.76227 -1.50777 -0.624
O -14.46416 -8.33885 -0.74392 -0.666
C -17.60514 -13.01245 -6.67823 0.598
F -18.38568 -13.25284 -5.63051 -0.235
F -16.37024 -13.13937 -6.27928 -0.237
F -17.74114 -13.91609 -7.62170 -0.249
S -17.96583 -11.30050 -7.54317 1.091
O -16.64992 -10.79319 -8.03774 -0.667
O -18.90794 -11.56800 -8.63317 -0.663
O -18.42512 -10.40902 -6.44521 -0.638
C -6.45024 -14.50699 -4.89167 -0.651
O -7.12906 -13.57121 -5.66736 -0.288
C -7.92202 -12.67082 -5.01777 0.778
O -8.06940 -12.57097 -3.79843 -0.565
O -8.54404 -11.81552 -5.96159 -0.283
C -9.28228 -10.67864 -5.55434 -0.632
H -6.96522 -15.46752 -4.90854 0.247
H -6.35818 -14.18547 -3.85425 0.343
H -5.46489 -14.55374 -5.35534 0.212
H -10.34144 -10.88853 -5.70344 0.268
H -8.98880 -9.88366 -6.23989 0.234
H -9.28675 -10.43978 -4.49085 0.336

No. 6
15
Properties=species:S:1:pos:R:3:mulliken_charge:R:1 method="wB97M-V/def2-TZVPD" de_lowest_ev=3.215
O 0.18469 -0.76192 -1.65128 -0.564
C -0.25313 -0.27598 -0.43713 0.485
C 0.81441 -0.29593 0.63595 -0.804
C 2.18366 0.18923 0.20861 0.210
O 2.63627 0.10518 -0.91532 -0.540
C -1.66775 -0.45531 -0.11955 -0.286
C -1.61515 1.02203 0.11768 -0.872
H 1.15048 -0.60251 -1.73643 0.394
H 0.47124 0.31467 1.46734 0.348
H 0.99559 -1.30789 1.05104 0.290
H 2.81357 0.60985 1.01567 0.340
H -1.98888 -0.91609 0.79075 0.222
H -2.20077 -0.75222 -1.03069 0.279
H -2.24664 1.68688 -0.45702 0.284
H -1.27759 1.44000 1.06038 0.213